A 2-piece molecular cluster, C3H4N4S overall, computed with ωB97M-V/def2-TZVPD.

Energy above the lowest of the compared OMol25 structures with the same formula, charge and spin, kcal/mol: 78.7
Total charge: 0
LUMO energy, eV: -0.742
Spin multiplicity: 1
Frontier orbital gap, eV: 8.61

Atoms and positions in Å:
C -0.55913 -1.47169 0.36937
N 2.29440 1.51326 0.39879
C -0.72175 -0.29257 -0.47683
H -0.19673 1.46555 2.24173
C 1.61946 0.91440 1.36376
H 3.36129 1.31437 0.52567
N 0.20733 0.83021 1.36663
H 2.35994 0.17554 2.39826
N -0.47200 0.88284 0.16046
S -1.00639 -0.36731 -2.08714
N -0.76583 -2.33825 1.08194
H -0.30113 1.80427 -0.36398